# 1
DFT (the ωB97M-V functional and the def2-TZVPD basis) results for a structure of composition C30H40MnN6O7PTe.

Results
2S+1 = 2
frontier orbital gap (alpha / beta) = 6.1 / 6.0 eV
net charge = -1
energy above the lowest of the compared OMol25 structures with the same formula, charge and spin = 109.6 kJ/mol

Geometry as XYZ:
```
86
Properties=species:S:1:pos:R:3:lowdin_charge:R:1
Mn 1.653 0.873 -0.043 0.546
O -2.100 4.713 0.239 0.041
C -2.689 3.892 -0.643 -0.284
C -4.043 4.104 -0.919 -0.026
C -4.720 3.283 -1.800 -0.103
C -4.066 2.229 -2.432 -0.106
C -2.729 2.017 -2.155 -0.041
C -2.020 2.828 -1.273 -0.074
C -0.593 2.477 -0.999 -0.464
O -0.126 1.401 -1.450 -0.066
N 0.089 3.356 -0.268 0.061
N 1.342 2.860 -0.004 -0.070
C 2.308 3.660 0.255 -0.102
C 3.601 2.999 0.380 -0.307
C 4.785 3.680 0.664 -0.042
C 5.961 2.960 0.706 -0.070
C 5.925 1.590 0.462 -0.051
C 4.710 0.990 0.191 -0.103
N 3.570 1.672 0.136 0.004
H -1.154 4.404 0.328 0.072
H -4.539 4.922 -0.412 0.110
H -5.770 3.462 -1.995 0.095
H -4.596 1.588 -3.124 0.089
H -2.181 1.205 -2.616 0.101
H 2.200 4.735 0.332 0.126
H 4.759 4.737 0.886 0.112
H 6.895 3.454 0.939 0.102
H 6.822 0.987 0.489 0.099
H 4.625 -0.073 0.015 0.103
N 2.572 0.098 -4.268 0.169
C 2.139 0.068 -2.975 -0.500
O 2.494 0.934 -2.188 0.024
C 1.271 -1.078 -2.566 -0.121
C 1.846 -1.812 -1.333 -0.366
H 3.028 0.939 -4.578 0.105
H 2.149 -0.502 -4.952 0.090
H 1.131 -1.780 -3.394 0.107
H 0.304 -0.646 -2.297 0.091
H 2.858 -2.186 -1.613 0.109
H 1.228 -2.729 -1.221 0.100
C -0.336 -1.339 4.844 -0.076
C 0.762 -0.343 4.545 -0.349
O 0.785 -0.137 3.133 -0.440
P 1.998 0.664 2.396 0.410
O 1.868 -1.091 -0.175 -0.341
Te 2.532 2.588 3.739 0.228
O 3.263 -0.363 2.667 -0.415
C 3.084 -1.769 2.471 -0.323
C 4.229 -2.340 1.665 -0.082
H -0.390 -1.543 5.915 0.069
H -0.154 -2.279 4.321 0.074
H -1.303 -0.954 4.518 0.069
H 1.736 -0.710 4.885 0.102
H 0.589 0.618 5.036 0.060
H 2.140 -1.963 1.957 0.093
H 3.053 -2.225 3.468 0.109
H 4.143 -2.005 0.633 0.042
H 4.181 -3.432 1.669 0.073
H 5.192 -2.041 2.083 0.075
C -3.427 -5.053 -1.097 -0.073
C -4.218 -3.788 -1.398 -0.212
N -3.499 -2.573 -1.029 -0.055
C -3.008 -1.736 -2.112 -0.204
C -1.923 -2.417 -2.932 -0.073
C -3.516 -2.229 0.288 -0.411
O -4.163 -2.877 1.103 0.053
C -2.772 -1.005 0.722 -0.115
C -3.438 -0.045 1.475 0.000
C -2.735 1.060 1.921 -0.029
C -1.387 1.151 1.614 -0.131
N -0.744 0.239 0.890 0.064
C -1.417 -0.815 0.458 -0.059
H -3.997 -5.939 -1.380 0.071
H -3.215 -5.109 -0.031 0.073
H -2.481 -5.065 -1.639 0.064
H -5.162 -3.807 -0.852 0.116
H -4.447 -3.717 -2.463 0.113
H -2.640 -0.802 -1.693 0.090
H -3.857 -1.474 -2.757 0.123
H -1.085 -2.705 -2.296 0.063
H -1.550 -1.740 -3.702 0.074
H -2.299 -3.314 -3.426 0.068
H -4.488 -0.175 1.704 0.120
H -3.213 1.841 2.495 0.109
H -0.791 1.983 1.975 0.106
H -0.840 -1.536 -0.115 0.121
```

# 2
DFT (the ωB97M-V functional and the def2-TZVPD basis) results for a structure of composition C30H41As2O8PS3Si2W in a non-equilibrium geometry.

Results
2S+1 = 3
frontier orbital gap (alpha / beta) = 4.8 / 5.6 eV
net charge = -2
energy above the lowest of the compared OMol25 structures with the same formula, charge and spin = 462.4 kJ/mol

Geometry as XYZ:
```
88
Properties=species:S:1:pos:R:3:lowdin_charge:R:1
W -0.149 -1.831 -0.288 0.882
O -3.449 -0.833 1.078 -0.407
As -2.114 -1.997 1.297 0.864
O -2.199 -2.154 2.934 -0.533
O 0.792 -1.568 1.384 -0.666
C -3.129 -3.565 0.566 -0.260
C -4.481 -3.727 0.838 -0.081
C -5.187 -4.795 0.316 -0.090
C -4.556 -5.726 -0.495 -0.095
C -3.203 -5.597 -0.771 -0.062
C -2.513 -4.527 -0.233 -0.291
S -0.802 -4.339 -0.574 0.568
O -0.247 -5.552 -1.060 -0.229
O -0.220 -3.729 0.671 -0.429
O -0.708 -3.198 -1.561 -0.541
H -3.659 -0.551 1.979 0.018
H -4.968 -2.985 1.459 0.104
H -6.244 -4.904 0.534 0.095
H -5.118 -6.553 -0.911 0.093
H -2.670 -6.303 -1.395 0.109
O 2.678 -4.490 0.115 0.066
C 2.448 -3.308 -0.011 -0.670
O 1.631 -2.775 -0.885 -0.327
C 3.144 -2.231 0.810 -0.162
P 2.066 -0.706 0.711 0.798
C 3.397 0.289 -0.264 -0.289
C 3.789 1.580 0.073 -0.123
C 4.633 2.310 -0.757 -0.099
C 5.083 1.763 -1.952 -0.113
C 4.667 0.489 -2.320 -0.092
C 3.814 -0.227 -1.492 -0.133
C 2.534 0.063 2.339 -0.282
C 3.842 -0.046 2.811 -0.103
C 4.188 0.440 4.065 -0.100
C 3.236 1.069 4.858 -0.112
C 1.941 1.210 4.384 -0.083
C 1.595 0.706 3.134 -0.074
H 4.134 -2.091 0.374 0.091
H 3.239 -2.546 1.846 0.098
H 3.457 2.018 1.006 0.098
H 4.937 3.309 -0.466 0.095
H 5.745 2.331 -2.596 0.087
H 5.005 0.054 -3.254 0.094
H 3.472 -1.209 -1.799 0.082
H 4.603 -0.497 2.185 0.104
H 5.209 0.334 4.415 0.090
H 3.506 1.445 5.838 0.088
H 1.189 1.715 4.980 0.094
H 0.584 0.823 2.770 0.031
C -0.004 -0.523 -5.003 -0.139
C -0.537 -0.759 -3.607 -0.729
S 0.678 -0.673 -2.351 0.628
C -1.825 -0.953 -3.322 -0.754
C -2.917 -0.977 -4.358 -0.141
S -2.404 -1.133 -1.670 0.603
H 1.085 -0.493 -4.984 0.047
H -0.355 0.434 -5.401 0.070
H -0.313 -1.315 -5.690 0.066
H -2.512 -0.951 -5.371 0.054
H -3.575 -0.111 -4.225 0.067
H -3.532 -1.873 -4.246 0.061
C -3.200 2.654 1.079 -0.259
Si -1.474 2.232 1.780 0.301
C -0.949 3.799 2.745 -0.244
C -1.915 1.196 3.341 -0.260
As -0.614 0.523 0.075 0.703
Si -0.445 3.018 -0.922 0.364
C 1.142 3.729 -0.185 -0.232
C -1.566 4.544 -1.162 -0.244
C 0.034 2.753 -2.734 -0.266
H -3.998 2.298 1.737 0.012
H -3.287 2.117 0.129 0.004
H -3.329 3.721 0.886 0.004
H -1.682 3.951 3.543 0.020
H -0.909 4.689 2.110 0.000
H 0.038 3.663 3.200 0.009
H -1.272 1.430 4.198 0.008
H -1.808 0.128 3.140 -0.026
H -2.956 1.372 3.638 0.019
H 0.969 4.187 0.792 0.004
H 1.634 4.447 -0.850 0.029
H 1.803 2.881 -0.037 -0.021
H -1.741 5.084 -0.227 0.002
H -2.539 4.252 -1.569 0.018
H -1.077 5.213 -1.877 0.014
H 0.794 1.973 -2.787 -0.027
H 0.435 3.673 -3.177 0.016
H -0.822 2.413 -3.328 0.022
```

# 3
DFT (the ωB97M-V functional and the def2-TZVPD basis) results for a structure of composition C30H41AuN3O3 in a non-equilibrium geometry.

Results
frontier orbital gap (alpha / beta) = 6.5 / 6.5 eV
net charge = +1
energy above the lowest of the compared OMol25 structures with the same formula, charge and spin = 256.8 kJ/mol

Geometry as XYZ:
```
78
Properties=species:S:1:pos:R:3:lowdin_charge:R:1
C -6.658 -2.177 -2.949 0.008
C -7.005 -3.531 -2.998 -0.298
H -6.927 -1.549 -3.824 0.090
H -6.721 -1.729 -1.948 0.076
C -6.478 -4.451 -2.036 -0.315
C -5.339 -4.089 -1.349 0.042
H -4.549 -3.589 -1.960 0.083
H -5.043 -4.641 -0.434 0.086
C -8.059 -4.004 -3.961 -0.049
H -8.371 -3.177 -4.618 0.084
H -8.930 -4.339 -3.376 0.098
H -7.677 -4.835 -4.574 0.088
C -7.081 -5.835 -1.888 -0.057
H -6.969 -6.438 -2.813 0.098
H -8.157 -5.808 -1.606 0.087
H -6.528 -6.364 -1.087 0.081
Au -0.168 -0.173 -0.269 0.825
O -2.040 -1.165 -0.951 -0.105
C -3.066 -1.395 -0.227 -0.323
O -0.685 -1.829 1.447 0.024
C -1.805 -1.570 1.900 -0.479
O -2.057 -1.474 3.211 0.077
N -2.963 -1.331 1.167 0.060
C -3.449 -1.043 3.395 -0.077
C -4.107 -1.159 2.046 -0.104
H -3.453 -0.006 3.746 0.135
H -3.912 -1.698 4.137 0.136
H -4.688 -0.273 1.791 0.139
H -4.753 -2.043 1.977 0.133
C -4.370 -1.610 -0.878 -0.124
C -4.548 -1.253 -2.181 0.039
H -5.206 -1.963 -0.263 0.099
H -3.694 -1.265 -2.877 0.112
H -5.360 -0.588 -2.491 0.072
C 1.602 6.624 1.826 -0.065
C 2.611 5.515 1.498 -0.566
C 3.484 5.993 0.336 -0.040
C 3.498 5.285 2.728 -0.042
C 1.902 4.210 1.105 -0.137
C 0.512 4.080 0.985 0.016
C -0.030 2.836 0.616 -0.092
N 0.753 1.783 0.309 -0.018
C 2.094 1.887 0.408 -0.191
C 2.683 3.093 0.819 0.057
C 2.835 0.677 0.133 -0.197
C 4.231 0.560 0.260 0.065
C 4.870 -0.630 -0.056 -0.138
C 4.073 -1.702 -0.484 0.012
C 2.678 -1.553 -0.517 -0.078
N 2.085 -0.380 -0.224 -0.004
C 6.395 -0.810 0.003 -0.563
C 6.737 -2.057 0.846 -0.045
C 6.938 -1.030 -1.415 -0.041
C 7.108 0.393 0.617 -0.064
H 2.160 7.529 2.101 0.093
H 0.958 6.348 2.674 0.093
H 0.978 6.859 0.953 0.090
H 3.974 6.928 0.619 0.093
H 4.250 5.258 0.083 0.083
H 2.868 6.174 -0.550 0.096
H 2.906 4.935 3.583 0.097
H 4.288 4.556 2.530 0.079
H 3.972 6.232 3.006 0.093
H -0.181 4.905 1.182 0.113
H -1.111 2.674 0.576 0.108
H 3.753 3.119 0.938 0.104
H 4.775 1.415 0.641 0.101
H 4.502 -2.662 -0.780 0.118
H 2.023 -2.380 -0.789 0.116
H 6.316 -2.975 0.411 0.080
H 7.830 -2.170 0.899 0.093
H 6.352 -1.946 1.872 0.097
H 6.720 -0.158 -2.040 0.094
H 8.025 -1.162 -1.376 0.093
H 6.497 -1.916 -1.886 0.085
H 6.962 1.286 0.006 0.087
H 6.760 0.585 1.637 0.092
H 8.182 0.187 0.659 0.092
```

- Among the records above, which one has the lowest energy above the lowest of the compared OMol25 structures with the same formula, charge and spin?
  C30H40MnN6O7PTe

- Among the records above, which one has the lowest energy above the lowest of the compared OMol25 structures with the same formula, charge and spin?
  C30H40MnN6O7PTe